(1)
An isolated ion of composition C5H13N2 and charge +1 in a non-equilibrium geometry. Source: OMol25; level of theory: ωB97M-V with the def2-TZVPD basis set.

Properties
Structure (SMILES): N/C=C\CCC[NH3+]
Lowest unoccupied orbital energy in eV: -3.87
Electronic energy in Eh: -307.46641
HOMO in eV: -11.72
Total charge: +1
Multiplicity: 1
Orbital gap in hartree: 0.2888

Last column: Löwdin charge in e.
Geometry (Å):
N  -0.730  -1.846  -1.049  0.0021
C  -0.071  -2.045  0.236  -0.1319
C  0.125  -1.079  1.194  -0.0999
C  1.187  -0.011  1.242  -0.1716
C  0.678  1.396  0.803  -0.1785
C  0.345  1.500  -0.675  -0.1606
N  -1.026  1.003  -1.085  0.1785
H  -0.633  -2.670  -1.624  0.0940
H  -1.695  -1.891  -0.762  0.0943
H  -0.174  -3.082  0.550  0.1022
H  -0.590  -1.062  2.015  0.1141
H  1.963  -0.194  0.496  0.1145
H  1.686  0.027  2.205  0.1216
H  -0.170  1.863  1.310  0.1192
H  1.596  1.973  0.939  0.1242
H  0.351  2.496  -1.106  0.1251
H  1.145  1.024  -1.248  0.1353
H  -1.339  1.437  -1.940  0.1593
H  -1.682  1.219  -0.337  0.1599
H  -0.965  -0.057  -1.164  0.0982

(2)
One molecule with the formula C22H31N3O4 in a non-equilibrium geometry. Source: OMol25; level of theory: ωB97M-V with the def2-TZVPD basis set.

Properties
Structure (SMILES): COc1cccc(OCc2cc(C(=O)N(C)C3CC(C)(C)NC(C)(C)C3)no2)c1
Lowest unoccupied orbital energy in eV: 0.68
Electronic energy in Eh: -1322.09925
HOMO in eV: -8.48
Multiplicity: 1
Orbital gap in hartree: 0.3367

Last column: Löwdin charge in e.
Geometry (Å):
C  -0.423  5.941  0.007  -0.0872
O  0.598  5.146  -0.544  -0.0799
C  1.033  4.067  0.161  -0.2876
C  2.037  3.306  -0.444  -0.0250
C  2.530  2.193  0.196  -0.0737
C  2.053  1.807  1.441  -0.0236
C  1.059  2.561  2.044  -0.2530
O  0.498  2.307  3.271  -0.0289
C  0.936  1.187  4.007  -0.1074
C  0.506  -0.106  3.389  -0.2265
C  -0.726  -0.612  3.086  0.0729
C  -0.435  -1.843  2.439  -0.2031
C  -1.415  -2.893  2.031  -0.4017
O  -1.988  -3.504  2.918  0.0736
N  -1.623  -3.127  0.720  -0.0475
C  -2.518  -4.213  0.377  -0.0191
C  -1.093  -2.367  -0.409  -0.2569
C  -1.394  -0.874  -0.302  -0.0654
C  -0.945  -0.116  -1.559  -0.5488
C  -0.984  1.388  -1.254  -0.0257
C  -1.894  -0.377  -2.745  -0.0275
N  0.447  -0.444  -1.801  0.0570
C  0.926  -1.815  -1.851  -0.5516
C  2.456  -1.725  -1.746  -0.0362
C  0.585  -2.563  -3.156  -0.0308
C  0.404  -2.588  -0.629  -0.0686
N  0.857  -2.038  2.402  0.1309
O  1.449  -0.969  2.979  0.0156
C  0.548  3.690  1.402  0.0479
H  -0.115  6.392  0.955  0.0963
H  -1.341  5.364  0.160  0.0952
H  -0.610  6.728  -0.722  0.0931
H  2.403  3.610  -1.411  0.1163
H  3.301  1.603  -0.276  0.1062
H  2.468  0.930  1.910  0.1001
H  2.027  1.185  4.126  0.1408
H  0.466  1.302  4.989  0.1430
H  -1.686  -0.184  3.276  0.1312
H  -2.008  -4.929  -0.269  0.0963
H  -2.821  -4.708  1.298  0.0861
H  -3.406  -3.833  -0.134  0.0972
H  -1.630  -2.758  -1.278  0.1297
H  -2.463  -0.721  -0.137  0.1382
H  -0.851  -0.450  0.541  0.1063
H  -1.978  1.686  -0.928  0.0881
H  -0.723  1.964  -2.139  0.0883
H  -0.269  1.625  -0.472  0.0613
H  -1.486  0.071  -3.649  0.0852
H  -2.048  -1.435  -2.931  0.0586
H  -2.863  0.076  -2.548  0.0821
H  0.805  0.083  -2.588  0.1276
H  2.890  -2.714  -1.628  0.0846
H  2.872  -1.265  -2.640  0.0812
H  2.725  -1.116  -0.887  0.0742
H  -0.462  -2.845  -3.207  0.0613
H  1.182  -3.469  -3.227  0.0814
H  0.812  -1.936  -4.016  0.0838
H  0.600  -3.652  -0.765  0.1338
H  0.949  -2.262  0.255  0.0941
H  -0.224  4.241  1.914  0.1163

(3)
C15H28F5N4O3TeV as an isolated structure in a non-equilibrium geometry. Source: OMol25; level of theory: ωB97M-V with the def2-TZVPD basis set.

Properties
Lowest unoccupied orbital energy (alpha / beta) in eV: -6.75 / -6.25
Electronic energy in Eh: -2743.96732
HOMO (alpha / beta) in eV: -15.79 / -15.97
Total charge: +2
Multiplicity: 3
Orbital gap (alpha / beta) in hartree: 0.3323 / 0.3573

Last column: Löwdin charge in e.
Geometry (Å):
V  -0.060  -0.083  -0.139  0.8521
C  -2.696  -1.485  -0.722  -0.1441
C  -1.869  -1.930  -1.892  -0.1334
N  -0.701  -1.000  -2.095  -0.1202
C  -0.945  0.163  -3.030  -0.0695
C  -1.404  1.375  -2.263  -0.2065
C  -1.988  2.474  -2.833  0.0286
C  -2.258  3.575  -2.026  0.0186
C  -1.945  3.554  -0.672  0.0268
C  -1.384  2.418  -0.149  -0.1958
C  -0.932  2.217  1.289  -0.0672
N  -0.482  0.803  1.460  -0.1997
C  -1.277  0.000  2.435  -0.1412
C  -2.421  -0.606  1.634  -0.1227
N  -1.769  -1.251  0.437  -0.1005
N  -1.134  1.348  -0.938  0.0250
H  -3.458  -2.219  -0.484  0.1409
H  -3.193  -0.546  -0.936  0.1246
H  -2.475  -1.999  -2.789  0.1370
H  -1.458  -2.913  -1.691  0.1278
H  0.019  -1.559  -2.546  0.0670
H  -1.644  -0.092  -3.814  0.1402
H  -0.009  0.398  -3.516  0.1315
H  -2.213  2.485  -3.896  0.1414
H  -2.710  4.461  -2.459  0.1349
H  -2.138  4.414  -0.036  0.1404
H  -1.741  2.464  1.974  0.1415
H  -0.124  2.917  1.484  0.1271
H  0.797  0.752  1.577  -0.0647
H  -1.654  0.595  3.261  0.1374
H  -0.674  -0.806  2.847  0.1078
H  -3.068  0.190  1.271  0.1293
H  -3.023  -1.309  2.201  0.1383
H  -1.420  -2.159  0.739  0.1401
C  1.827  -3.208  0.388  -0.1890
O  1.655  -1.880  1.004  -0.2434
C  2.631  -1.559  2.028  -0.1240
C  2.110  -0.348  2.747  -0.0493
O  1.805  0.727  1.790  -0.1940
C  2.441  2.067  1.899  0.0684
H  1.266  -3.924  0.966  0.1423
H  2.873  -3.474  0.359  0.1439
H  1.885  -3.411  -1.578  0.1117
H  3.584  -1.393  1.542  0.1350
H  2.720  -2.349  2.774  0.1555
H  2.845  0.007  3.458  0.1567
H  1.180  -0.555  3.255  0.1203
H  2.145  2.515  2.844  0.1170
H  2.093  2.617  1.039  0.0921
H  3.501  1.899  1.829  0.1126
F  1.385  1.373  -0.399  -0.4864
Te  2.277  -0.490  -1.397  1.9557
F  3.604  0.174  -0.300  -0.3861
F  3.582  -1.795  -1.443  -0.3599
F  2.892  0.769  -2.546  -0.3410
F  1.877  -1.333  -3.037  -0.4392
O  1.272  -3.077  -0.908  -0.0917

(4)
One molecule with the formula C6H14N2O in a non-equilibrium geometry. Source: OMol25; level of theory: ωB97M-V with the def2-TZVPD basis set.

Properties
Structure (SMILES): CC(C)[C@H](C)/N=C\NO
Lowest unoccupied orbital energy in eV: 0.88
Electronic energy in Eh: -421.65763
HOMO in eV: -8.85
Multiplicity: 1
Orbital gap in hartree: 0.3577

Last column: Löwdin charge in e.
Geometry (Å):
C  -2.728  0.267  -0.270  -0.0788
C  -1.622  -0.794  0.000  -0.3614
C  -1.051  -0.594  1.461  -0.0954
C  -0.459  -0.734  -1.059  -0.3700
C  0.648  -1.869  -0.968  -0.0326
N  0.144  0.576  -1.171  0.0633
C  1.040  1.132  -0.462  -0.1904
N  1.645  0.561  0.686  -0.0381
O  2.417  1.665  1.194  -0.0791
H  -3.226  -0.101  -1.174  0.0738
H  -3.449  0.085  0.562  0.0790
H  -2.442  1.334  -0.310  0.0829
H  -2.070  -1.812  -0.008  0.1331
H  -0.834  0.495  1.626  0.0811
H  -0.189  -1.189  1.874  0.0828
H  -1.894  -0.882  2.153  0.0836
H  -1.002  -0.766  -1.990  0.1112
H  1.300  -1.719  -0.128  0.0425
H  1.235  -1.859  -1.886  0.0743
H  0.047  -2.768  -0.881  0.0682
H  1.468  2.040  -0.840  0.1169
H  0.999  0.314  1.387  0.0469
H  3.221  1.102  1.247  0.1059

Which value of multiplicity does entry 3 give?
3